60
Properties=species:S:1:pos:R:3:forces:R:3:lowdin_charge:R:1 method="wB97M-V/def2-TZVPD" charge=0 fmax_ev_per_a=0.56 relative_energy_kcal_mol=33.2 smiles="CCOc1cc(C(=O)Nc2ccc(C)cc2C)ccc1OCC(=O)N1CCCCC1" e_homo_ev=-8.1 molar_mass_g_mol=410.5 gap_ev=8.64 e_tot_ha=-1343.04299
O -3.714347 0.919526 1.901774 -0.09 -0.21 -0.28 -0.036
O -1.262836 0.219136 4.256498 -0.01 -0.30 0.22 0.058
O -2.085124 -1.404468 2.051527 -0.39 0.19 -0.35 -0.065
O -0.820495 -0.080740 -3.632981 0.02 0.04 -0.07 0.078
N -1.530469 2.268944 3.377914 0.22 0.27 0.02 -0.039
N 0.760141 -0.948840 -2.225434 0.18 -0.17 0.47 0.144
C -0.163909 4.305815 1.869831 0.02 -0.23 -0.21 -0.202
C -1.041653 -2.315751 2.337880 0.29 -0.38 0.19 -0.236
C -2.982098 1.232716 -0.283463 -0.01 -0.24 0.21 -0.003
C -1.592426 3.882677 1.542189 0.02 0.14 0.22 -0.167
C -1.285256 -0.110404 -1.312003 -0.37 0.13 0.19 -0.130
C -2.900436 0.491214 0.891638 0.15 -0.02 -0.22 -0.185
C 0.578242 3.130092 2.497880 -0.11 0.24 0.20 -0.171
C -1.234028 -0.891940 -0.160643 0.04 0.04 -0.04 0.045
C -2.043998 -0.628631 0.936918 -0.11 0.13 0.16 -0.172
C 4.993414 -2.653099 -5.634927 0.03 0.09 0.02 -0.056
C -1.321601 -3.713533 1.794203 -0.05 0.45 0.02 -0.057
C -0.444845 -0.377794 -2.516470 -0.02 0.01 0.07 -0.411
C -2.292024 3.351877 2.795895 -0.30 0.17 -0.32 -0.138
C 2.930781 -1.942683 -2.527699 -0.06 0.04 0.04 -0.208
C -0.175941 2.647817 3.733910 0.45 -0.30 -0.03 -0.138
C 2.718965 -1.638854 -5.285057 0.19 -0.11 0.17 -0.040
C 1.783380 -1.360411 -3.086818 0.25 -0.11 -0.41 -0.177
C -3.387937 0.647130 3.252269 -0.02 -0.27 0.46 -0.077
C -2.197920 0.935066 -1.377604 0.17 -0.12 -0.07 -0.013
C 3.072152 -2.129749 -1.042131 -0.03 0.03 -0.16 -0.046
C 1.689799 -1.215645 -4.466585 -0.20 0.11 -0.03 0.000
C 3.945892 -2.356201 -3.374147 -0.14 0.08 -0.12 -0.015
C 3.863511 -2.214798 -4.753284 -0.04 -0.02 -0.06 -0.284
C -1.960948 1.026445 3.667728 -0.26 -0.12 -0.03 -0.419
H 5.722663 -1.848198 -5.735538 0.09 -0.01 -0.06 0.082
H 4.029516 -2.591561 -0.814964 0.02 -0.01 0.06 0.078
H -3.297562 3.021774 2.546488 0.05 0.04 0.10 0.115
H -4.105789 1.232287 3.837257 0.11 -0.04 -0.07 0.141
H -0.179006 5.143692 2.571193 0.03 0.08 0.02 0.112
H 3.029554 -1.174475 -0.516106 -0.02 0.04 0.12 0.086
H 0.304886 1.774774 4.177908 -0.08 0.19 0.00 0.120
H -1.394539 -3.713198 0.708863 0.01 -0.05 -0.09 0.068
H -0.215812 3.449846 4.480956 0.01 -0.03 0.01 0.132
H 0.345736 4.634632 0.962944 0.01 0.09 0.02 0.110
H 1.590762 3.420116 2.781366 0.05 -0.04 -0.01 0.111
H -2.160569 4.725858 1.147149 -0.06 0.01 -0.05 0.116
H 4.632539 -2.906215 -6.628914 0.04 -0.05 -0.08 0.075
H -3.517211 -0.412645 3.489697 0.07 0.32 -0.01 0.132
H -2.262167 -4.080646 2.196237 -0.07 -0.07 0.03 0.080
H 2.626550 -1.518239 -6.354414 -0.02 0.00 -0.12 0.111
H -3.680567 2.054698 -0.308741 -0.06 0.12 0.03 0.127
H 0.804892 -0.770971 -4.888909 -0.02 0.01 0.00 0.098
H 0.644074 2.313262 1.775834 0.05 -0.07 -0.01 0.117
H -1.573464 3.098040 0.783592 -0.03 0.02 0.00 0.096
H 4.830969 -2.806098 -2.945281 0.09 -0.06 0.07 0.115
H -0.523901 -4.387514 2.094946 0.08 -0.10 0.02 0.078
H -2.266471 1.512135 -2.285874 -0.02 0.05 -0.09 0.120
H 0.966255 -1.075377 -1.246581 -0.13 0.12 -0.12 0.103
H -2.360663 4.158216 3.539426 -0.05 -0.03 -0.04 0.132
H -0.998105 -2.338974 3.430549 0.09 0.05 -0.17 0.123
H 5.503099 -3.516714 -5.213273 0.06 -0.07 -0.03 0.075
H -0.083500 -1.929818 1.970987 -0.09 0.04 0.06 0.121
H -0.598146 -1.763453 -0.134727 0.03 -0.10 0.04 0.104
H 2.287991 -2.780148 -0.650876 -0.06 -0.03 0.12 0.081

---

61
Properties=species:S:1:pos:R:3:forces:R:3:lowdin_charge:R:1 method="wB97M-V/def2-TZVPD" charge=0 fmax_ev_per_a=0.73 relative_energy_kcal_mol=15.3 smiles="COc1ccc(CN(C[C@H]2CC[C@H](C(=O)O)CC2)C(=S)Nc2ccccc2OC)cc1" e_homo_ev=-7.8 molar_mass_g_mol=442.6 gap_ev=8.45 e_tot_ha=-1741.22612
S 1.431325 2.981459 1.873435 0.03 0.50 0.13 0.690
O -4.673656 3.260018 -2.049517 0.13 0.16 -0.06 0.116
O 5.437744 0.702348 0.069128 -0.57 0.00 -0.12 -0.085
O -2.342454 -4.777130 -0.417385 0.24 0.18 -0.16 -0.082
O -6.106064 1.619854 -1.583119 -0.57 -0.46 0.03 0.112
N 2.926954 1.265391 0.635811 0.49 -0.20 0.17 0.049
N 0.834858 0.447983 1.339552 0.30 0.09 -0.19 -0.090
C -0.498167 -2.603137 1.909234 0.22 0.08 -0.16 -0.048
C 0.362550 -1.966295 1.026895 0.04 -0.08 0.18 -0.224
C -2.809365 1.037475 -1.147349 -0.10 -0.23 0.12 -0.131
C 2.501889 -0.344925 -2.668379 0.06 -0.06 -0.09 -0.096
C 1.330082 -0.921353 1.512206 0.17 -0.26 0.01 -0.084
C 4.526413 0.311164 -0.873352 -0.12 0.01 0.13 -0.209
C -0.459719 0.747208 1.927339 -0.43 0.43 0.01 -0.180
C -4.940748 2.265926 -1.430298 0.06 0.08 0.01 -0.517
C 0.309042 -2.326102 -0.316826 -0.06 -0.11 0.09 -0.031
C 2.187372 0.287935 -1.476749 0.20 0.15 0.08 -0.037
C 1.715979 1.476095 1.242283 -0.13 0.32 0.21 -0.802
C -3.249850 -5.439786 0.429660 -0.15 -0.11 0.15 -0.089
C 6.804068 0.511108 -0.203504 0.30 -0.03 -0.04 -0.081
C -1.415434 1.390990 0.915001 -0.10 -0.37 0.27 -0.314
C 3.182718 0.602502 -0.563859 0.07 -0.17 -0.28 -0.185
C -0.598371 -3.260985 -0.763198 -0.15 -0.12 0.00 0.011
C -1.481404 -3.876447 0.126341 0.12 0.12 -0.01 -0.277
C -1.414879 -3.546095 1.474863 -0.30 -0.27 -0.07 -0.014
C -3.607942 2.593582 0.646872 -0.14 -0.20 0.13 -0.138
C -4.044103 1.587926 -0.423180 0.08 0.25 -0.17 -0.239
C -2.644338 1.945312 1.634387 0.20 0.19 -0.24 -0.151
C 4.827832 -0.320366 -2.068003 0.18 0.06 0.13 -0.021
C 3.815819 -0.655291 -2.957196 -0.10 -0.02 -0.07 -0.087
C -1.854937 0.389699 -0.151261 0.09 0.32 -0.14 -0.150
H 5.848921 -0.558940 -2.319429 0.11 0.00 0.02 0.104
H -3.115831 0.304525 -1.897008 0.01 0.03 -0.08 0.125
H 2.272576 -1.020230 0.974237 -0.09 -0.02 0.16 0.120
H -3.122852 3.438066 0.154606 -0.03 0.05 -0.02 0.129
H -0.985988 -0.000785 -0.682391 0.00 -0.06 0.01 0.094
H -4.601145 0.765864 0.034561 0.05 0.03 0.00 0.151
H 7.049330 -0.551216 -0.301624 -0.02 0.05 -0.01 0.097
H 1.717808 -0.582134 -3.371199 -0.08 -0.03 -0.07 0.106
H 1.524813 -1.082313 2.582744 0.05 0.02 -0.11 0.139
H 7.334718 0.924447 0.652726 0.01 -0.05 -0.09 0.095
H -0.896545 -0.180325 2.293666 0.01 0.01 -0.03 0.114
H -2.332418 2.685611 2.372706 0.01 -0.02 0.10 0.120
H 1.168777 0.563841 -1.252384 -0.10 0.00 0.03 0.108
H -3.925685 -4.735369 0.925275 0.04 -0.02 -0.01 0.096
H 7.110483 1.041361 -1.110728 -0.02 -0.03 0.03 0.099
H -3.151212 1.133033 2.161940 -0.03 -0.07 0.11 0.126
H -0.320681 1.433495 2.771359 -0.02 -0.21 -0.06 0.081
H -0.644214 -3.540047 -1.803771 0.00 -0.04 -0.14 0.120
H -2.731086 -6.039320 1.184650 -0.02 0.04 -0.02 0.096
H -4.484578 2.970956 1.177651 -0.01 0.08 -0.03 0.124
H -3.828567 -6.098268 -0.215982 0.02 0.03 0.09 0.093
H -0.451915 -2.375157 2.965548 0.01 0.06 0.09 0.117
H 4.068160 -1.149929 -3.882366 0.03 -0.04 -0.08 0.103
H -0.893203 2.222677 0.432550 0.01 0.01 0.02 0.123
H 3.634499 1.944470 0.889063 -0.26 -0.04 0.03 0.120
H -2.310703 1.861776 -1.661030 -0.01 0.03 -0.06 0.130
H -6.659700 2.069435 -2.241824 0.31 0.13 0.06 0.130
H 0.994436 -1.873783 -1.016489 0.04 0.02 -0.08 0.094
H -2.349671 -0.458387 0.329753 0.01 -0.14 0.04 0.126
H -2.064629 -4.014932 2.196978 -0.07 -0.07 0.03 0.103

---

61
Properties=species:S:1:pos:R:3:forces:R:3:lowdin_charge:R:1 method="wB97M-V/def2-TZVPD" charge=0 fmax_ev_per_a=0.95 relative_energy_kcal_mol=0.0 smiles="Cc1c(O[C@@H](C)C(=O)NCCCN2CCCC2=O)ccc2c3c(c(=O)oc12)CCCC3" e_homo_ev=-8.5 molar_mass_g_mol=426.5 gap_ev=8.65 e_tot_ha=-1418.34310
O -0.816081 3.294134 0.255254 0.09 0.18 -0.11 -0.028
O -3.541892 1.316454 1.235217 -0.26 -0.02 0.32 0.056
O 3.360409 1.680372 -1.087176 -0.08 0.24 -0.14 0.133
O -2.713170 -3.409007 -2.186286 0.09 -0.14 -0.43 0.063
O 5.374164 1.094257 -1.761291 -0.41 -0.09 0.25 0.126
N -2.779075 1.798842 -0.842272 0.11 0.08 -0.37 0.099
N -2.384318 -1.935144 -0.485201 -0.06 0.30 0.12 -0.056
C 3.198716 -0.619665 0.492284 0.47 0.06 -0.23 -0.090
C -2.435448 -0.200909 -2.235804 -0.06 -0.03 0.33 -0.140
C 4.306775 -0.376514 -0.248477 -0.28 -0.24 0.26 -0.072
C 5.488791 -2.268951 0.874569 -0.13 -0.10 -0.26 -0.190
C -0.014046 1.202496 1.223833 -0.27 0.26 0.13 -0.015
C 1.437406 3.655668 -1.285645 0.03 0.01 0.07 -0.001
C -3.741128 -2.837851 1.189865 0.08 -0.06 0.01 -0.146
C 3.062631 -1.866159 1.319041 0.12 -0.17 -0.10 -0.136
C -2.851781 -3.079199 -1.028018 -0.22 -0.22 0.22 -0.473
C 2.130491 0.352456 0.498587 -0.17 0.43 -0.18 -0.092
C 5.493169 -1.291696 -0.292882 0.14 0.00 0.12 -0.136
C 4.417740 0.817964 -1.077058 0.53 0.03 -0.31 -0.395
C -2.033178 3.184299 0.973795 -0.38 0.06 0.28 -0.285
C 0.974691 0.245716 1.275723 0.29 0.10 -0.21 -0.014
C 2.261214 1.485499 -0.321832 -0.72 -0.24 0.57 -0.131
C -3.550301 -3.862423 0.073209 -0.07 0.00 0.02 -0.079
C 4.113774 -2.917084 0.972768 0.08 0.10 0.24 -0.190
C 0.120760 2.311606 0.386416 0.48 -0.37 -0.02 -0.206
C -1.587865 -0.996555 -1.237556 0.05 0.03 -0.43 -0.131
C 1.270394 2.466329 -0.391569 0.05 0.04 -0.05 -0.105
C -2.632006 -1.811886 0.934877 0.05 0.07 0.35 -0.141
C -3.438661 0.728799 -1.555754 -0.07 -0.23 -0.23 -0.156
C -2.814410 4.475549 0.743544 0.32 -0.23 0.05 -0.004
C -2.866510 1.989738 0.481530 0.42 0.29 0.00 -0.478
H -1.083930 -0.327922 -0.536404 -0.01 -0.09 -0.07 0.100
H 2.492078 3.880053 -1.414910 0.01 0.08 -0.06 0.086
H 6.259426 -3.026602 0.728243 0.04 0.03 0.05 0.112
H 5.708151 -1.737350 1.802865 0.06 0.01 0.07 0.120
H -2.243100 5.322276 1.114671 0.02 0.07 0.04 0.087
H -2.999982 4.618028 -0.318143 -0.04 0.02 -0.09 0.086
H 3.152555 -1.587951 2.374188 -0.10 -0.02 0.03 0.134
H -4.714660 -2.356691 1.094312 0.00 0.03 0.01 0.114
H -1.844288 3.059652 2.048287 -0.02 -0.13 -0.21 0.159
H -0.891489 1.076778 1.837249 -0.12 -0.01 0.07 0.111
H 5.475219 -1.838244 -1.241010 0.10 0.01 -0.02 0.133
H 2.065543 -2.287892 1.174079 -0.04 0.06 0.08 0.118
H 6.399564 -0.682809 -0.302348 -0.03 -0.06 -0.06 0.124
H 1.014059 3.450944 -2.268906 -0.02 0.06 -0.11 0.094
H -3.763412 4.424391 1.269256 -0.09 0.00 0.04 0.094
H 3.866530 -3.378075 0.014401 -0.02 -0.07 -0.03 0.121
H -2.155167 2.394269 -1.368130 -0.01 -0.01 0.15 0.152
H -0.831530 -1.556043 -1.799347 0.00 0.09 0.09 0.131
H 0.923012 4.514621 -0.863687 0.02 0.07 -0.06 0.083
H -4.107208 1.161439 -2.307844 -0.02 -0.09 0.12 0.124
H 0.846101 -0.597131 1.934746 -0.01 -0.12 0.06 0.110
H -1.720727 -2.058336 1.497772 -0.03 0.02 0.04 0.122
H -1.770102 0.383310 -2.875063 0.02 0.02 -0.10 0.114
H -4.039933 0.182238 -0.827180 -0.03 0.05 -0.10 0.120
H -4.480004 -4.297895 -0.286812 0.06 -0.03 -0.06 0.118
H -2.975116 -0.910428 -2.863096 0.04 0.02 -0.09 0.111
H -2.940587 -0.798313 1.196843 0.07 -0.10 -0.01 0.093
H -2.889862 -4.677914 0.375614 0.01 -0.03 -0.03 0.123
H 4.109515 -3.699849 1.733232 -0.05 -0.04 -0.06 0.111
H -3.671941 -3.275692 2.183431 -0.04 0.04 0.03 0.108